The following is a DFT calculation (ωB97M-V/def2-TZVPD) of C47H37N3O2RhS3 as an isolated structure in a non-equilibrium geometry.

Summary:
Gap between HOMO and LUMO (spin up / spin down)   4.43 / 4.47 eV
E   -93393.38610 eV
Total charge   +3
LUMO level (spin up / spin down)   -10.334 / -10.293 eV

Structure (XYZ):
```
93
C47H37N3O2RhS3 | the Open Molecules 2025 dataset | ωB97M-V/def2-TZVPD
Rh -1.23 0.55 -1.73
C 3.47 3.51 4.37
C 2.69 2.75 3.34
C 1.80 1.74 3.71
C 1.08 1.04 2.76
C 1.27 1.34 1.42
C 2.14 2.35 1.02
C 2.85 3.04 1.98
S 0.39 0.38 0.20
O -0.90 -0.06 0.80
C 1.53 -0.98 -0.01
C 2.70 -0.60 -0.71
C 3.63 -1.53 -1.05
C 3.40 -2.90 -0.75
C 4.32 -3.89 -1.16
C 4.09 -5.21 -0.88
C 2.95 -5.58 -0.15
C 2.04 -4.65 0.27
C 2.24 -3.27 -0.02
C 1.29 -2.28 0.36
C 0.14 -2.72 1.21
C 0.43 -3.06 2.56
C 1.67 -2.74 3.17
C 1.92 -3.08 4.47
C 0.95 -3.77 5.23
C -0.25 -4.10 4.67
C -0.55 -3.75 3.34
C -1.79 -4.09 2.75
C -2.07 -3.70 1.47
C -1.12 -2.97 0.73
S -1.70 -2.55 -0.92
O -0.69 -1.66 -1.63
C -2.98 -1.33 -0.52
C -3.54 -1.05 0.71
C -4.53 -0.08 0.78
C -4.96 0.65 -0.34
C -6.06 1.66 -0.20
C -4.38 0.36 -1.56
C -3.39 -0.63 -1.67
H 3.05 3.38 5.37
H 3.50 4.58 4.13
H 4.50 3.17 4.40
H 1.67 1.50 4.75
H 0.38 0.26 3.05
H 2.26 2.59 -0.03
H 3.55 3.82 1.68
H 2.86 0.45 -0.94
H 4.53 -1.25 -1.57
H 5.20 -3.59 -1.71
H 4.79 -5.96 -1.21
H 2.78 -6.63 0.07
H 1.17 -4.96 0.82
H 2.42 -2.22 2.60
H 2.87 -2.82 4.92
H 1.17 -4.04 6.26
H -0.99 -4.65 5.25
H -2.51 -4.65 3.33
H -3.02 -3.97 1.02
H -3.23 -1.57 1.60
H -4.99 0.12 1.74
H -5.95 2.24 0.71
H -7.02 1.14 -0.13
H -6.11 2.32 -1.06
H -4.73 0.86 -2.46
H -3.13 -1.03 -2.65
C -2.26 4.29 0.33
C -1.18 5.11 0.04
C -0.21 4.67 -0.85
C -0.34 3.42 -1.43
N -1.40 2.64 -1.14
C -2.32 3.05 -0.28
C 0.63 2.85 -2.39
C 1.59 3.60 -3.05
C 2.42 2.97 -3.97
C 2.28 1.61 -4.19
C 1.32 0.92 -3.48
N 0.52 1.54 -2.62
H -3.03 4.60 1.02
H -1.09 6.09 0.50
H 0.65 5.29 -1.07
H -3.15 2.38 -0.09
H 1.68 4.66 -2.88
H 3.17 3.54 -4.50
H 2.91 1.08 -4.90
H 1.18 -0.15 -3.60
S -2.38 0.37 -6.25
C -2.42 1.99 -5.70
C -2.11 2.04 -4.38
N -1.86 0.82 -3.82
C -1.97 -0.16 -4.69
H -2.66 2.80 -6.36
H -2.07 2.94 -3.78
H -1.80 -1.20 -4.45
```